[1]
{"formula": "C6H15BInO7S", "method": "ωB97M-V/def2-TZVPD", "total_energy_ha": -1377.495790, "homo_lumo_gap_ev": 6.705, "charge": -1, "elements": ["C", "C", "O", "B", "O", "In", "C", "C", "O", "H", "H", "H", "H", "H", "H", "H", "H", "H", "H", "H", "C", "C", "O", "S", "O", "O", "O", "H", "H", "H", "H"], "xyz": [[-0.71930, 2.33936, -0.33024], [0.20242, 1.77756, 0.75055], [1.25977, 0.99587, 0.22203], [2.42101, 1.62675, -0.17021], [2.73536, 2.83883, 0.39895], [3.82485, 0.62918, -1.71253], [3.91319, -1.61438, -1.49222], [3.75909, -2.04759, -0.12147], [2.82160, -2.71579, 0.31811], [-0.20793, 2.60011, -1.24547], [-1.18760, 3.23710, 0.05744], [-1.50228, 1.61455, -0.50136], [0.53568, 2.57014, 1.41127], [-0.39352, 1.10809, 1.36506], [3.42340, 3.26411, -0.10474], [3.46265, 1.12659, -3.38561], [5.48175, 1.26183, -1.34099], [3.13763, -2.06140, -2.10473], [4.87318, -1.95804, -1.87121], [4.54410, -1.70859, 0.58143], [-3.66562, -2.01284, 1.75756], [-2.89641, -1.83323, 0.46576], [-3.86888, -1.28104, -0.43739], [-4.88041, -0.33884, 0.36218], [-4.45120, 1.00514, 0.25002], [-6.20521, -0.72668, 0.04284], [-4.51326, -0.85616, 1.83341], [-4.29643, -2.90376, 1.73047], [-3.01714, -2.04855, 2.62786], [-2.51384, -2.76743, 0.06742], [-2.07666, -1.12089, 0.57578]], "mulliken_charge": [-0.7909, -0.3630, -0.2907, 0.2324, -0.5806, 0.4456, -0.8895, 0.0402, -0.6037, 0.2841, 0.3074, 0.1464, 0.3181, 0.2590, 0.2549, -0.3622, -0.3593, 0.2868, 0.3381, 0.3271, -0.3174, -0.0999, -0.2972, 1.0974, -0.4992, -0.5550, -0.3199, 0.2844, 0.3160, 0.3008, 0.0897]}

***

[2]
{"formula": "C17H52O9", "method": "ωB97M-V/def2-TZVPD", "total_energy_ha": -1355.703413, "relative_energy_ev": 8.8821, "homo_lumo_gap_ev": 10.059, "smiles": "CC(C)O.CC(C)O.CC(C)O.CC(C)O.CO.CO.CO.CO.CO", "elements": ["C", "C", "C", "O", "H", "H", "H", "H", "H", "H", "H", "H", "C", "C", "C", "O", "H", "H", "H", "H", "H", "H", "H", "H", "C", "C", "C", "O", "H", "H", "H", "H", "H", "H", "H", "H", "C", "C", "C", "O", "H", "H", "H", "H", "H", "H", "H", "H", "C", "O", "H", "H", "H", "H", "C", "O", "H", "H", "H", "H", "C", "O", "H", "H", "H", "H", "C", "O", "H", "H", "H", "H", "C", "O", "H", "H", "H", "H"], "xyz": [[3.32109, -1.60824, -2.49399], [2.65909, -2.93124, -2.66299], [1.66409, -3.38024, -1.66599], [2.06509, -3.08324, -3.77799], [4.31909, -1.78324, -1.98599], [2.80709, -1.07424, -1.79599], [3.44609, -1.03124, -3.40499], [3.39009, -3.74624, -2.77399], [2.26709, -3.57624, -0.78899], [1.13809, -4.28624, -1.86499], [0.96909, -2.65424, -1.42499], [2.62309, -3.66624, -4.23099], [-0.55591, -0.58424, 2.87801], [0.33209, 0.16076, 3.92201], [-0.61391, 0.65976, 4.97101], [1.19409, -0.57124, 4.49701], [0.03409, -1.04524, 2.03701], [-1.36191, -0.10624, 2.27301], [-1.09691, -1.42324, 3.30901], [0.79309, 0.96476, 3.34301], [-1.45191, 1.29476, 4.67801], [0.06909, 1.30676, 5.62201], [-1.00591, -0.20024, 5.49401], [0.81009, -1.20024, 5.09701], [3.58309, -2.66524, 3.68801], [2.63409, -2.64024, 2.50101], [2.87009, -1.51724, 1.52101], [2.55109, -3.66924, 1.85001], [3.23609, -3.51524, 4.34401], [3.36909, -1.82924, 4.36101], [4.61509, -2.67924, 3.37101], [1.66409, -2.56624, 2.89301], [2.20409, -1.67624, 0.66801], [3.97109, -1.50824, 1.23601], [2.73209, -0.59024, 2.14801], [3.19209, -3.69024, 1.15401], [-0.18791, -0.27624, -3.31099], [-1.50191, -0.50224, -2.63999], [-1.50791, -1.51724, -1.55799], [-1.99491, 0.49476, -2.15999], [-0.19091, 0.43476, -4.09099], [0.17709, -1.18524, -3.68999], [0.49709, 0.02176, -2.51799], [-2.14491, -0.80324, -3.43899], [-1.18891, -2.54924, -1.82299], [-2.54491, -1.64424, -1.19599], [-0.96491, -1.22624, -0.69099], [-2.91691, 0.52276, -2.37299], [-3.85491, 0.04576, 0.55201], [-4.95691, 0.26776, 1.35701], [-4.17291, -0.43024, -0.36099], [-3.05091, -0.55724, 0.96201], [-3.36391, 1.00476, 0.35101], [-4.68991, 0.88576, 2.03601], [-0.63591, 3.86976, 1.94201], [-0.93291, 2.53776, 2.32401], [-0.75291, 4.76476, 2.62901], [-1.11391, 4.05576, 0.96301], [0.42509, 3.89676, 1.68901], [-0.68491, 2.07376, 1.55501], [0.95709, 1.12376, -0.01899], [-0.33591, 1.60676, -0.16899], [1.73609, 1.77676, -0.34999], [1.09009, 0.06976, -0.31399], [1.08409, 1.02976, 1.12601], [-0.68891, 1.19676, -0.98299], [-0.80191, 3.01076, -4.65599], [-2.11291, 2.79776, -4.21699], [-0.78591, 2.29776, -5.55699], [-0.12291, 2.81476, -3.85999], [-0.75491, 4.04976, -4.96099], [-1.91391, 2.53176, -3.26399], [-3.29591, 3.67276, -1.13999], [-2.56691, 4.59276, -1.86299], [-2.64491, 3.15876, -0.43199], [-3.97991, 3.06876, -1.80599], [-3.95591, 4.27976, -0.43999], [-3.08891, 4.84776, -2.58899]], "mulliken_charge": [-0.9892, 0.5178, -0.3236, -0.4661, 0.3359, -0.1390, 0.3534, 0.5530, -0.0398, 0.4357, -0.4725, 0.3714, -0.5227, 0.5142, -1.6358, -0.4039, -0.2104, -0.0453, 0.6429, 0.1433, 0.3024, 0.3040, 0.5141, 0.4204, -1.5140, 0.7341, -0.3954, -0.5640, 0.3213, 0.2955, 0.4031, -0.0241, -0.2826, 0.4431, 0.1975, 0.3323, -1.0326, 0.0472, -0.8014, -0.3656, 0.0932, 0.5102, 0.0055, 0.5369, 0.4074, 0.3244, -0.1297, 0.4120, -0.1534, -0.5945, 0.2883, 0.2610, -0.0360, 0.3309, -0.4906, -0.3253, 0.2715, 0.0705, 0.2929, 0.0947, 0.8037, -0.2202, 0.3414, -0.5911, -0.3516, -0.0094, -0.5716, -0.4741, 0.1637, 0.2860, 0.2676, 0.2702, -0.1677, -0.5156, -0.3985, 0.3392, 0.4154, 0.2883]}

***

[3]
{"formula": "C12H13ClCrO2", "method": "ωB97M-V/def2-TZVPD", "total_energy_ha": -2120.138036, "relative_energy_ev": 0.0000, "homo_lumo_gap_ev": [4.254, 4.806], "charge": -2, "multiplicity": 5, "elements": ["C", "C", "C", "H", "C", "C", "H", "H", "H", "H", "Cr", "Cl", "C", "C", "C", "H", "C", "C", "H", "H", "H", "H", "C", "O", "C", "O", "H", "H", "H"], "xyz": [[1.32039, 1.08164, -2.30731], [0.22344, 1.99776, -2.00429], [-0.98329, 1.24956, -1.93958], [0.28001, 3.06259, -1.86122], [-0.68714, -0.10944, -2.12937], [0.73112, -0.24217, -2.43371], [1.25947, -1.19570, -2.55181], [2.37114, 1.33436, -2.25967], [-1.96968, 1.65810, -1.79486], [-1.43930, -0.90227, -2.15378], [0.61827, 0.54978, -0.41369], [2.23082, 1.60341, 1.04517], [-0.75236, 0.33717, 2.08760], [-1.85672, -0.32861, 1.45285], [-2.70904, 0.65277, 0.88522], [-2.02571, -1.40733, 1.46136], [-2.16896, 1.94802, 1.22016], [-0.98755, 1.75108, 1.96966], [-0.36051, 2.51531, 2.42366], [0.01318, -0.12926, 2.72086], [-3.55289, 0.45971, 0.22335], [-2.56972, 2.90515, 0.88163], [2.49067, -3.06960, 0.97584], [2.03161, -1.72358, 0.67541], [0.77050, -1.54783, 0.34492], [-0.07852, -2.43639, 0.35380], [3.36564, -3.21076, 0.33935], [1.67889, -3.76731, 0.75495], [2.75625, -3.03615, 2.03347]], "mulliken_charge": [-0.7643, -0.5336, -0.1745, 0.3516, -0.4073, -0.4032, 0.4399, 0.4005, 0.4379, 0.2792, 0.4644, -0.7228, -0.7220, -0.4413, -0.5972, 0.3967, -0.4025, -0.6901, 0.3640, 0.4402, 0.4294, 0.4060, -0.8336, -0.0607, 0.1882, -0.6039, 0.2031, 0.3269, 0.2291]}

***

[4]
{"formula": "C6H10N2", "method": "ωB97M-V/def2-TZVPD", "total_energy_ha": -344.087374, "relative_energy_ev": 1.3426, "homo_lumo_gap_ev": 9.312, "smiles": "C=C(C)C(=C)/N=C\\N", "elements": ["C", "C", "C", "C", "C", "N", "C", "N", "H", "H", "H", "H", "H", "H", "H", "H", "H", "H"], "xyz": [[0.86682, 0.93159, 1.60778], [0.56719, -0.24849, 1.09007], [0.70637, -1.53872, 1.83490], [0.03795, -0.37155, -0.29760], [0.80465, -0.78419, -1.30677], [-1.32634, -0.14411, -0.38606], [-1.87171, 0.68101, -1.16984], [-1.26001, 1.52266, -2.04824], [0.74896, 1.84660, 1.05075], [1.24725, 1.03181, 2.61088], [-0.26749, -2.02102, 1.90817], [1.36844, -2.21275, 1.29279], [1.10144, -1.37368, 2.83438], [1.83473, -1.05179, -1.14912], [0.41136, -0.90847, -2.30168], [-2.95549, 0.73115, -1.16694], [-1.75795, 2.31278, -2.41747], [-0.25616, 1.59716, -1.98601]], "mulliken_charge": [-1.0263, 0.5253, -1.1643, 0.2024, -0.8158, -0.4290, 0.0554, -0.4000, 0.2849, 0.3148, 0.2890, 0.2921, 0.3760, 0.3239, 0.3388, 0.3738, 0.2320, 0.2268]}

***

[5]
{"formula": "C49H39BrN4O6SSb2Ti", "method": "ωB97M-V/def2-TZVPD", "total_energy_ha": -6863.392391, "relative_energy_ev": 0.0169, "homo_lumo_gap_ev": 3.871, "charge": -2, "elements": ["Ti", "C", "C", "C", "Sb", "C", "C", "C", "C", "C", "C", "C", "C", "C", "C", "C", "C", "Sb", "C", "C", "C", "C", "C", "C", "C", "C", "C", "C", "C", "C", "H", "H", "H", "H", "H", "H", "H", "H", "H", "H", "H", "H", "H", "H", "H", "H", "H", "H", "H", "H", "H", "H", "H", "H", "H", "H", "Br", "C", "C", "C", "C", "C", "N", "C", "O", "O", "H", "H", "H", "N", "C", "C", "C", "C", "C", "C", "C", "C", "C", "C", "C", "C", "N", "C", "C", "C", "C", "N", "H", "H", "H", "H", "H", "H", "H", "H", "H", "H", "O", "S", "O", "O", "O"], "xyz": [[0.46650, -0.98609, 0.52226], [-2.59720, 2.52395, 0.23585], [-2.44165, 1.54252, 1.39041], [-2.97835, 0.14485, 1.10647], [-2.07870, -1.87900, -2.24143], [-0.63617, -2.07118, -3.85561], [-0.22502, -0.91874, -4.53474], [0.75071, -0.96243, -5.52097], [1.33888, -2.17329, -5.86674], [0.94747, -3.32686, -5.20266], [-0.02162, -3.27267, -4.20546], [-3.49462, -0.85647, -3.56383], [-4.59073, -0.17481, -3.00831], [-5.56862, 0.43214, -3.78405], [-5.49014, 0.38389, -5.17043], [-4.42644, -0.29909, -5.75294], [-3.45550, -0.90554, -4.96653], [-1.71584, 2.01148, -1.68433], [0.01566, 3.32054, -1.55198], [1.17028, 2.94330, -2.23272], [2.28226, 3.77956, -2.26686], [2.25572, 5.00337, -1.61820], [1.11372, 5.38816, -0.92382], [0.00659, 4.55344, -0.89988], [-2.83354, 3.61519, -2.66816], [-2.89783, 3.53067, -4.06129], [-3.50011, 4.52459, -4.82139], [-4.05540, 5.63233, -4.19598], [-3.99942, 5.73740, -2.81277], [-3.39279, 4.73798, -2.06226], [-2.13472, 3.46802, 0.53404], [-3.64968, 2.71879, 0.00665], [-2.93900, 1.95200, 2.27636], [-1.37506, 1.47619, 1.61445], [-4.03304, 0.08069, 1.39420], [-2.92669, -0.06126, 0.03253], [-0.68568, 0.03274, -4.28844], [1.07383, -0.04608, -6.00494], [2.09642, -2.21532, -6.64186], [1.40872, -4.27606, -5.45473], [-0.27923, -4.17380, -3.66362], [-4.68747, -0.13155, -1.92430], [-6.39138, 0.95621, -3.30741], [-6.23799, 0.87303, -5.78484], [-4.35512, -0.36290, -6.83455], [-2.64377, -1.42994, -5.45496], [1.21577, 1.97791, -2.72610], [3.17328, 3.46646, -2.79864], [3.12027, 5.65611, -1.64713], [1.09157, 6.33465, -0.39588], [-0.88174, 4.87457, -0.36824], [-2.47324, 2.66205, -4.55576], [-3.53812, 4.43152, -5.90037], [-4.53250, 6.40851, -4.78305], [-4.42124, 6.60660, -2.32070], [-3.35404, 4.84765, -0.98375], [-0.14981, 3.01097, 4.35882], [0.95777, 3.10038, 2.79637], [1.94190, 4.07596, 2.73940], [2.68036, 4.14243, 1.56916], [2.42288, 3.23676, 0.55316], [1.43965, 2.28382, 0.75447], [0.69579, 2.23057, 1.86090], [1.19260, 1.23005, -0.29810], [2.02894, 0.98037, -1.13662], [0.00551, 0.62623, -0.26376], [2.10012, 4.75566, 3.56281], [3.44482, 4.90096, 1.45844], [2.94829, 3.24842, -0.39103], [1.75846, -2.23506, 10.55852], [1.60313, -2.02486, 9.43663], [1.40132, -1.76739, 8.04164], [2.14096, -2.46001, 7.07733], [1.93818, -2.21111, 5.73776], [0.98526, -1.27701, 5.29330], [0.25952, -0.59050, 6.27967], [0.45986, -0.82740, 7.62554], [0.80462, -1.00984, 3.86144], [-0.46461, -0.97888, 3.31423], [-1.69569, -1.31550, 4.05832], [-2.72144, -1.30173, 3.21032], [-2.23499, -0.97662, 1.83419], [-0.80844, -0.74134, 2.01515], [2.01300, -0.84512, 3.05565], [3.32195, -0.67051, 3.46988], [4.12665, -0.52266, 2.30532], [3.29115, -0.59899, 1.22888], [1.99478, -0.78613, 1.66996], [2.86333, -3.20043, 7.39696], [2.50861, -2.74912, 4.99306], [-0.44003, 0.17358, 5.96817], [-0.10227, -0.27529, 8.36846], [-1.72186, -1.57086, 5.10416], [-3.75438, -1.54051, 3.42379], [-2.35323, -1.87889, 1.21285], [3.65730, -0.62672, 4.49336], [5.19325, -0.36328, 2.27122], [3.50868, -0.51117, 0.17750], [2.07275, -3.97356, -0.37307], [0.78348, -3.34681, -0.47203], [0.26303, -2.88146, 0.89982], [0.91380, -1.93238, -1.10727], [-0.23039, -4.13910, -1.10843]], "mulliken_charge": [-2.8483, -2.0693, 0.8000, 0.1148, 0.9486, -0.0937, 0.0268, -0.6938, -0.4266, -0.5248, -0.6080, -0.1121, -0.2517, -0.4504, -0.4698, -0.5776, -0.2492, 0.6218, 0.3085, -0.1785, -0.7749, -0.3570, -0.8247, -0.2936, 0.5171, -0.5921, -0.5816, -0.4622, -0.7735, -0.1938, 0.5445, 0.6017, 0.7736, -0.9151, 0.8193, -1.0029, 0.3358, 0.3691, 0.3288, 0.3319, 0.4138, 0.1106, 0.3567, 0.3458, 0.3556, 0.4000, 0.5492, 0.3447, 0.3510, 0.3875, 0.2209, 0.1950, 0.3942, 0.3387, 0.3617, 0.2587, -0.1726, -0.3090, -0.7070, -0.8431, -1.1474, 1.1434, 0.4594, -0.1679, -0.5663, 2.0986, 0.4611, 0.4833, 1.0140, -0.6295, 0.0210, 0.5425, -0.9649, -0.4856, 0.5739, -0.3565, -0.9368, 1.2024, -0.3398, -1.2093, -1.3372, -0.0650, 1.4719, -0.3582, -0.3079, -1.4786, -1.0129, 1.2941, 0.4227, 0.6236, 0.4808, 0.4191, 0.6940, 0.4906, 0.2249, 0.6742, 0.4232, 0.6765, -0.7506, 1.0922, -0.5529, -0.2397, -0.5497]}

***

[6]
{"formula": "CClNO3P", "method": "ωB97M-V/def2-TZVPD", "total_energy_ha": -1120.317077, "relative_energy_ev": 0.8893, "homo_lumo_gap_ev": 9.633, "charge": -1, "smiles": "N#CO[P@](=O)([O-])Cl", "elements": ["N", "C", "O", "P", "O", "O", "Cl"], "xyz": [[0.23486, 1.76707, 1.80947], [-0.00967, 0.69900, 1.43420], [-0.23902, -0.45070, 1.08890], [-0.20548, -0.61680, -0.88462], [-1.24746, 0.38518, -1.18056], [-0.20199, -2.04002, -1.07399], [1.66876, 0.25628, -1.19340]], "mulliken_charge": [-0.5700, 0.5814, -0.5175, 0.9901, -0.6025, -0.6048, -0.2768]}

***

[7]
{"formula": "C3H8N2", "method": "ωB97M-V/def2-TZVPD", "total_energy_ha": -228.535389, "relative_energy_ev": 3.0821, "homo_lumo_gap_ev": 8.687, "smiles": "[H]/N=C/NCC", "elements": ["H", "N", "C", "N", "C", "C", "H", "H", "H", "H", "H", "H", "H"], "xyz": [[-2.40534, 0.64764, 1.71296], [-1.52370, 0.95494, 2.15044], [-0.72185, 1.01619, 1.14578], [0.16588, 0.00301, 0.79250], [0.89715, 0.06472, -0.41069], [0.46485, -1.01735, -1.41345], [-0.86592, 1.84732, 0.45581], [0.25963, -0.73944, 1.45969], [0.60301, 1.04825, -0.79289], [1.98940, -0.03721, -0.05539], [0.20717, -1.94236, -0.89809], [-0.37626, -0.63115, -2.02779], [1.30599, -1.21457, -2.11890]], "mulliken_charge": [0.2226, -0.7737, 0.0856, -0.2563, -0.2869, -0.9486, 0.3116, 0.2899, 0.1944, 0.2993, 0.2974, 0.2613, 0.3034]}

***

[8]
{"formula": "C5H12N2P2S2", "method": "ωB97M-V/def2-TZVPD", "total_energy_ha": -1786.237363, "relative_energy_ev": 2.2967, "homo_lumo_gap_ev": 7.401, "smiles": "CN1C(=S)N(C)[P@](C)(=S)P1C", "elements": ["C", "N", "C", "S", "N", "C", "P", "C", "S", "P", "C", "H", "H", "H", "H", "H", "H", "H", "H", "H", "H", "H", "H"], "xyz": [[2.61437, -1.20436, 0.40908], [1.34884, -0.50522, 0.23124], [1.19542, 0.80037, 0.37848], [2.50975, 1.74186, 0.68699], [-0.06256, 1.32525, -0.00136], [-0.12310, 2.79613, 0.23947], [-1.26351, 0.17317, -0.35160], [-1.44796, 0.29925, -2.19941], [-3.43444, 0.69670, 1.01213], [0.00442, -1.59444, -0.00451], [-0.47849, -1.93860, 1.68422], [2.90701, -1.88895, -0.43310], [3.34779, -0.44345, 0.71696], [2.52106, -1.96761, 1.25720], [0.38254, 3.08025, 1.09305], [0.47286, 3.39211, -0.50195], [-1.24777, 2.98902, 0.35545], [-1.31351, 1.43097, -2.52656], [-0.69839, -0.30205, -2.79438], [-2.45664, -0.00226, -2.41519], [0.23268, -1.26163, 2.20401], [-0.45389, -3.03324, 1.96254], [-1.55198, -1.60230, 1.88555]], "mulliken_charge": [-0.8762, -0.0859, 0.4759, -0.4604, 0.1267, -1.1393, 0.1447, -0.9243, -0.3478, -0.0060, -0.7619, 0.2906, 0.2914, 0.3053, 0.5297, 0.3375, 0.2918, 0.2711, 0.3687, 0.3296, 0.2664, 0.3080, 0.2645]}